No. 1
Entry from the Open Molecules 2025 dataset: 8 unconnected molecules or ions with the total composition C9H34O8 (ωB97M-V with the def2-TZVPD basis set).

The LUMO energy comes out at 0.25 eV. For the energy above the lowest of the compared OMol25 structures with the same formula, charge and spin, the calculation gives 619.8 kJ/mol. Its total energy is -26258.4688 eV. As for the HOMO energy: -10.20 eV.

Geometry (Å):
1 C -0.04795 1.98851 0.67534
2 C -0.30980 0.55746 1.14308
3 O -1.27691 0.54128 2.14797
4 H -0.95629 2.24921 0.13214
5 H 0.65000 2.02946 -0.16089
6 H 0.30806 2.66396 1.45321
7 H 0.56208 0.11174 1.62190
8 H -0.49664 -0.12963 0.31778
9 H -1.06067 -0.14045 2.78834
10 C -1.09401 -5.04388 4.49770
11 O -0.91088 -3.77605 5.14037
12 H -0.39601 -5.37069 3.72693
13 H -1.46141 -5.84435 5.13985
14 H -1.94618 -4.78660 3.86864
15 H -1.18931 -3.94626 6.04320
16 C 5.19264 3.08041 1.88593
17 O 5.87247 1.79255 1.77896
18 H 5.88001 3.85135 2.23418
19 H 4.62628 3.42448 1.02052
20 H 4.67376 3.14570 2.84228
21 H 5.89608 1.43392 2.66913
22 C -1.04920 -4.76861 -3.05879
23 O 0.11946 -4.93309 -2.27585
24 H -1.27461 -3.70619 -3.15123
25 H -0.94420 -5.35337 -3.97264
26 H -1.87195 -5.21193 -2.49785
27 H 0.79370 -4.33928 -2.61404
28 C -7.19256 -0.71520 -1.14352
29 O -5.87977 -0.81450 -1.75462
30 H -7.17301 -0.88803 -0.06748
31 H -7.76389 0.17220 -1.41589
32 H -7.78822 -1.51676 -1.58030
33 H -5.28621 -0.88731 -1.00362
34 C 5.30015 -2.31031 -2.22178
35 O 4.29302 -1.45034 -1.79430
36 H 5.78780 -1.87431 -3.09367
37 H 6.15579 -2.25485 -1.54880
38 H 5.09410 -3.32691 -2.55672
39 H 4.69920 -0.85312 -1.16190
40 C -4.55548 4.78647 2.71351
41 O -3.76407 4.09918 3.65931
42 H -5.10148 5.64283 3.10927
43 H -4.11727 5.07626 1.75847
44 H -5.46615 4.23518 2.47928
45 H -3.44901 3.30439 3.22267
46 C 2.93912 3.67972 -5.30097
47 O 3.21279 2.27274 -5.25176
48 H 3.21034 4.05778 -6.28666
49 H 1.86104 3.82484 -5.23184
50 H 3.53082 4.24828 -4.58349
51 H 3.16442 1.97213 -4.34132

natural (NBO) population analysis, charges in e, atoms 1 to 8:
1 C -0.636
2 C -0.056
3 O -0.732
4 H 0.212
5 H 0.211
6 H 0.217
7 H 0.150
8 H 0.157

No. 2
Entry from the Open Molecules 2025 dataset: a single C2H6NP molecule (ωB97M-V with the def2-TZVPD basis set).

The LUMO energy comes out at -0.14 eV. For the energy above the lowest of the compared OMol25 structures with the same formula, charge and spin, the calculation gives 44.2 kJ/mol. Its total energy is -12948.2735 eV. As for the HOMO energy: -8.81 eV.

Geometry (Å):
1 H -0.47126 -3.13285 0.60477
2 P -0.96355 -1.82879 0.32972
3 N 0.45118 -1.17285 0.25111
4 C 0.72827 0.17646 -0.02615
5 C -0.42924 1.14813 -0.14385
6 H 1.49156 0.52051 0.67708
7 H 1.34993 0.14154 -1.18589
8 H -1.01357 1.12903 0.77684
9 H -0.06771 2.16103 -0.31217
10 H -1.07561 0.85781 -0.97145

natural (NBO) population analysis, charges in e, atoms 1 to 8:
1 H -0.087
2 P 0.727
3 N -0.813
4 C -0.216
5 C -0.650
6 H 0.210
7 H 0.189
8 H 0.208

No. 3
Entry from the Open Molecules 2025 dataset: a molecular structure, C18H16CoN4S2 (ωB97M-V with the def2-TZVPD basis set).

The charge is +3. The LUMO energy (alpha / beta) comes out at -11.97 / -11.97 eV. For the energy above the lowest of the compared OMol25 structures with the same formula, charge and spin, the calculation gives 0.0 kJ/mol. Its total energy is -84157.7382 eV. As for the HOMO energy (alpha / beta): -18.46 / -18.46 eV.

Geometry (Å):
1 Co 0.06607 0.43621 -0.35172
2 C 2.73483 -0.73683 -3.43516
3 C 1.95047 -1.65070 -4.11380
4 C 0.65566 -1.90254 -3.66298
5 C 0.19988 -1.23908 -2.54781
6 N 0.98001 -0.35583 -1.86693
7 C 2.21845 -0.11191 -2.31194
8 C -1.16228 -1.34303 -2.00575
9 C -2.21734 -2.11382 -2.45625
10 C -3.44174 -2.00427 -1.80651
11 C -3.61395 -1.12583 -0.74128
12 C -2.53059 -0.37665 -0.32586
13 N -1.35319 -0.52085 -0.95977
14 C -2.46805 0.64676 0.72753
15 C -3.53734 1.07018 1.48308
16 C -3.34796 2.10803 2.39321
17 C -2.09781 2.68959 2.50523
18 C -1.06202 2.20774 1.72281
19 N -1.23433 1.20388 0.85506
20 H 3.73777 -0.50124 -3.76221
21 H 2.32913 -2.15861 -4.99121
22 H 0.01792 -2.59770 -4.19055
23 H 2.80941 0.60259 -1.75668
24 H -2.10072 -2.78347 -3.29633
25 H -4.27856 -2.60281 -2.14342
26 H -4.57590 -1.03232 -0.25785
27 H -4.51127 0.61655 1.36473
28 H -4.17531 2.45981 2.99575
29 H -1.91701 3.50950 3.18600
30 H -0.07096 2.63678 1.78112
31 S 0.61593 -1.17572 1.02743
32 C 1.87872 -0.28145 1.74420
33 N 2.51419 -0.53700 2.84750
34 C 3.58367 0.40129 3.24542
35 C 3.40689 1.68272 2.40946
36 S 2.39793 1.16344 0.95590
37 H 2.32634 -1.36647 3.40260
38 H 4.55286 -0.06666 3.07652
39 H 3.47558 0.62063 4.30607
40 H 4.35054 2.04923 2.01383
41 H 2.89406 2.47985 2.94057

natural (NBO) population analysis, charges in e, atoms 1 to 8:
1 Co 1.058
2 C -0.204
3 C -0.070
4 C -0.168
5 C 0.125
6 N -0.499
7 C 0.093
8 C 0.278

No. 4
Entry from the Open Molecules 2025 dataset: a molecular structure, C12H13N11PdSe (ωB97M-V with the def2-TZVPD basis set).

The charge is -2. The LUMO energy (alpha / beta) comes out at 5.18 / 4.85 eV. As for the spin multiplicity: 3. For the energy above the lowest of the compared OMol25 structures with the same formula, charge and spin, the calculation gives 0.0 kJ/mol. Its total energy is -97869.6266 eV. As for the HOMO energy (alpha / beta): -1.38 / -2.04 eV.

Geometry (Å):
1 Pd 6.93363 8.54771 7.72376
2 N 8.44948 7.68341 4.71430
3 C 7.26748 7.03628 4.99291
4 N 6.45235 6.46377 4.13056
5 N 5.43583 6.01042 4.87724
6 N 5.58985 6.30165 6.14669
7 N 6.75381 6.99137 6.23904
8 C 9.21188 8.17318 5.73918
9 N 10.46958 8.56936 5.54826
10 N 10.85750 9.03913 6.74688
11 N 9.92182 8.97214 7.64319
12 N 8.87134 8.39381 7.05383
13 H 8.86841 7.48209 3.84891
14 Se 6.31033 10.69636 6.31493
15 C 4.90293 10.83551 7.45807
16 N 3.97641 10.92031 8.19705
17 C 7.23218 6.22314 9.98376
18 N 5.80155 6.35547 9.87863
19 C 5.03016 5.34557 9.19436
20 C 5.15797 7.59506 10.18510
21 C 6.05467 8.70703 10.62375
22 C 6.04329 9.23703 11.90053
23 C 6.70559 10.41259 12.20964
24 C 7.40212 11.02426 11.20424
25 C 7.48899 10.48329 9.90828
26 C 6.81756 9.33131 9.62584
27 H 7.58217 5.20112 9.78069
28 H 7.50524 6.56875 10.98344
29 H 7.64755 6.88159 9.24993
30 H 5.50692 4.36777 9.42181
31 H 5.02766 5.44720 8.06677
32 H 4.01247 5.36056 9.57453
33 H 4.50533 7.38722 11.04673
34 H 4.61512 7.95474 9.24293
35 H 5.44920 8.69199 12.64013
36 H 6.60878 10.77571 13.25389
37 H 7.88784 11.96722 11.36861
38 H 8.09672 11.01842 9.17967

natural (NBO) population analysis, charges in e, atoms 1 to 8:
1 Pd 0.891
2 N -0.597
3 C 0.430
4 N -0.405
5 N -0.144
6 N -0.144
7 N -0.492
8 C 0.427

The highest energy above the lowest of the compared OMol25 structures with the same formula, charge and spin belongs to which entry?
C9H34O8